[1]
Below is 2 unconnected molecules or ions with the total composition C5H7N, with properties calculated with ωB97M-V/def2-TZVPD.

The frontier orbital gap (spin up / spin down) is 9.4362 / 7.3115 eV. For the HOMO energy (spin up / spin down), the calculation gives -8.83 / -7.27 eV. The energy relative to the best compared isomer or geometry (same formula, charge and spin) is 157.1 kcal/mol. The value obtained for the LUMO energy (spin up / spin down) is 0.0224 / 0.0016 hartree.

The geometry in ORCA input format:
```
! wB97M-V def2-TZVPD RIJCOSX def2/J DEFGRID3
* xyz 0 1
C 0.778 -0.148 0.095
C -3.120 0.392 0.078
C -0.143 -0.589 0.842
C 2.215 -0.218 -0.336
C 1.246 0.512 -1.168
N -2.146 0.066 -0.567
H -4.176 0.494 -0.454
H -3.227 0.708 1.154
H -0.491 -1.300 1.529
H 3.078 0.158 0.110
H 2.417 -1.246 -0.731
H 0.749 0.027 -1.955
H 1.232 1.594 -1.163
*
```

***

[2]
Below is 2 unconnected molecules or ions with the total composition C3H9O, with properties calculated with ωB97M-V/def2-TZVPD.

The frontier orbital gap is 6.5741 eV. For the HOMO energy, the calculation gives -2.10 eV. The energy relative to the best compared isomer or geometry (same formula, charge and spin) is 13.1 kcal/mol. The value obtained for the LUMO energy is 0.1645 hartree.

The geometry in ORCA input format:
```
! wB97M-V def2-TZVPD RIJCOSX def2/J DEFGRID3
* xyz -1 1
C 2.592 0.735 -1.302
H 1.914 1.146 -2.067
H 3.026 1.627 -0.697
H 2.031 0.056 -0.593
H 3.406 0.224 -1.733
C -1.217 -0.981 0.337
O -0.364 -0.252 -0.397
C -2.031 -0.007 1.236
H -1.833 -1.755 -0.271
H -0.690 -1.635 1.064
H -2.808 -0.492 1.931
H -1.426 0.584 1.944
H -2.600 0.751 0.548
*
```

***

[3]
Below is a molecular structure, C15H16BrFN2O2SiZn, with properties calculated with ωB97M-V/def2-TZVPD.

The frontier orbital gap is 7.6376 eV. For the HOMO energy, the calculation gives -8.18 eV. The energy relative to the best compared isomer or geometry (same formula, charge and spin) is 87.7 kcal/mol. The value obtained for the LUMO energy is -0.0200 hartree.

The geometry in ORCA input format:
```
! wB97M-V def2-TZVPD RIJCOSX def2/J DEFGRID3
* xyz 0 1
Zn -3.487 -3.735 -3.305
C 2.671 0.293 -2.937
Si 2.350 -0.691 -1.394
C 2.637 -2.517 -1.693
C 3.370 -0.117 0.105
N 0.590 -0.581 -1.125
C -0.131 0.407 -0.813
C 0.328 1.797 -0.527
C -0.297 2.959 -0.799
C -1.689 3.091 -1.261
C -2.711 2.262 -1.043
C -2.399 1.002 -0.296
F -3.593 0.279 -0.308
H 3.717 0.259 -3.148
H 2.339 1.327 -2.845
H 2.149 -0.210 -3.770
H 3.615 -2.893 -1.958
H 1.934 -2.867 -2.463
H 2.427 -3.041 -0.788
H 4.418 -0.383 -0.051
H 3.151 -0.663 1.030
H 3.367 0.946 0.292
H 1.340 1.841 -0.113
H 0.275 3.895 -0.682
H -1.828 4.012 -1.836
H -3.719 2.361 -1.392
Br -1.334 -3.838 1.226
C -1.493 -2.197 2.164
C -1.486 -2.187 3.557
C -1.465 -0.954 4.175
C -1.553 0.216 3.376
C -1.685 0.033 2.031
N -1.597 -1.133 1.428
C -2.086 1.229 1.209
O -2.238 2.280 1.777
O -1.507 0.242 -0.954
H -1.441 -3.093 4.071
H -1.343 -0.839 5.247
H -1.595 1.206 3.816
*
```

***

[4]
Below is a molecular structure, C32H32N5S2SiV, with properties calculated with ωB97M-V/def2-TZVPD.

The frontier orbital gap (spin up / spin down) is 6.1954 / 7.2227 eV. For the HOMO energy (spin up / spin down), the calculation gives -9.18 / -10.35 eV. The value obtained for the LUMO energy (spin up / spin down) is -0.1096 / -0.1148 hartree.

The geometry in ORCA input format:
```
! wB97M-V def2-TZVPD RIJCOSX def2/J DEFGRID3
* xyz 1 4
V 0.305 0.056 -0.099
C -4.569 -1.797 -4.187
Si -3.491 -0.236 -3.994
C -3.028 0.561 -5.662
C -4.353 1.030 -2.881
C -1.834 -0.874 -3.276
C -1.111 -1.788 -4.038
C 0.076 -2.351 -3.581
C 0.526 -1.993 -2.324
N -0.143 -1.119 -1.574
C -1.279 -0.557 -2.035
S -1.822 0.598 -0.862
H -5.525 -1.553 -4.637
H -4.774 -2.257 -3.224
H -4.098 -2.546 -4.815
H -3.905 0.921 -6.188
H -2.520 -0.136 -6.320
H -2.369 1.412 -5.511
H -5.284 1.351 -3.335
H -3.741 1.911 -2.728
H -4.587 0.621 -1.905
H -1.488 -2.064 -5.009
H 0.627 -3.053 -4.186
H 1.433 -2.413 -1.898
N 4.286 5.748 0.367
C 5.495 6.341 0.609
C 5.916 7.663 0.592
C 7.231 7.902 0.931
C 8.102 6.862 1.281
C 7.693 5.548 1.302
C 6.367 5.277 0.959
N 5.685 4.100 0.927
C 4.451 4.398 0.586
C 3.396 3.425 0.516
C 3.679 2.078 0.816
C 2.663 1.158 0.846
N 1.373 1.464 0.581
C 1.103 2.744 0.263
C 2.060 3.730 0.207
H 3.446 6.223 0.089
H 5.242 8.468 0.338
H 7.601 8.917 0.930
H 9.120 7.110 1.546
H 8.361 4.750 1.583
H 4.698 1.809 1.039
H 2.855 0.117 1.107
H 0.055 2.964 0.064
H 1.764 4.733 -0.056
N -0.050 -1.008 1.488
S 0.622 -0.811 2.926
C 0.980 -2.511 3.450
C -0.054 -3.415 3.637
C 0.250 -4.731 3.935
C 1.572 -5.134 4.042
C 2.597 -4.223 3.847
C 2.305 -2.903 3.548
C -0.733 -0.520 4.100
C -0.493 -0.704 5.452
C -1.521 -0.489 6.352
C -2.771 -0.098 5.896
C -2.993 0.094 4.542
C -1.967 -0.106 3.631
H -0.827 -1.669 1.475
H -1.084 -3.094 3.566
H -0.551 -5.437 4.083
H 1.798 -6.162 4.276
H 3.625 -4.540 3.927
H 3.096 -2.183 3.403
H 0.481 -1.020 5.796
H -1.345 -0.634 7.406
H -3.570 0.063 6.603
H -3.967 0.398 4.191
H -2.123 0.060 2.571
*
```